C23H34N4O3PS5Tc as an isolated structure. Source: the OMol25 dataset; level of theory: wB97M-V/def2-TZVPD.

```
71
Properties=species:S:1:pos:R:3
Tc -0.305 -0.139 -0.241
C 0.002 1.422 4.386
C -1.233 0.973 3.601
S -1.240 -0.102 2.104
C -1.440 -1.768 2.771
C -0.269 -2.381 3.538
S 1.361 -2.195 2.749
C 2.380 -1.733 4.175
C 2.311 -0.259 4.553
S 0.812 0.223 5.476
H -0.369 2.201 5.056
H 0.755 1.912 3.779
H -1.778 1.862 3.279
H -1.899 0.429 4.272
H -1.715 -2.364 1.900
H -2.323 -1.757 3.412
H -0.497 -3.437 3.693
H -0.191 -1.916 4.514
H 3.403 -1.985 3.893
H 2.129 -2.374 5.022
H 2.374 0.359 3.658
H 3.166 -0.012 5.184
C -6.096 1.071 -0.773
C -5.239 2.049 -1.535
O -3.894 2.090 -0.940
P -2.620 1.450 -1.551
S -1.038 2.096 -0.477
S -2.451 -0.558 -1.394
O -2.683 1.888 -3.060
C -1.789 1.472 -4.127
C -0.475 2.218 -4.085
H -7.096 1.063 -1.205
H -6.179 1.361 0.273
H -5.692 0.061 -0.832
H -5.600 3.071 -1.450
H -5.144 1.797 -2.590
H -2.344 1.691 -5.035
H -1.663 0.389 -4.053
H -0.646 3.289 -3.991
H 0.061 2.045 -5.020
H 0.155 1.892 -3.257
C 1.361 -1.388 -4.121
C 0.525 -1.208 -3.018
N 0.875 -0.477 -1.969
C 2.107 0.092 -1.958
C 3.002 -0.015 -3.033
C 2.594 -0.781 -4.138
C 4.265 0.652 -2.958
C 4.596 1.391 -1.874
C 3.701 1.509 -0.765
C 3.971 2.298 0.368
C 3.029 2.387 1.363
C 1.843 1.659 1.242
N 1.581 0.871 0.220
C 2.475 0.827 -0.799
H 1.022 -1.993 -4.949
H -0.461 -1.652 -2.982
H 3.255 -0.890 -4.988
H 4.945 0.560 -3.794
H 5.544 1.910 -1.826
H 4.902 2.845 0.431
H 3.185 3.007 2.235
H 1.073 1.707 1.992
N 0.478 -4.374 0.116
C -0.408 -3.383 -0.039
N -1.703 -3.693 -0.228
O -0.011 -2.195 0.031
H 0.205 -5.341 0.143
H 1.402 -4.125 0.433
H -2.008 -4.644 -0.351
H -2.349 -2.955 -0.456
```

Calculated values
**Energy above the lowest of the compared OMol25 structures with the same formula, charge and spin**: 2.7 kcal/mol
**LUMO energy (alpha / beta)**: -5.915 / -6.694 eV
**Net charge**: +2
**Expectation value of S²**: 2.014
**2S+1**: 3
**Frontier orbital gap (alpha / beta)**: 0.2686 / 0.2402 hartree

Atomic partial charges in e from the Mulliken method, atoms 1 to 4:
1 Tc 0.72
2 C -0.31
3 C -1.18
4 S 0.63

***

An isolated molecule of C6H8N2 at a distorted geometry. Source: the OMol25 dataset; level of theory: wB97M-V/def2-TZVPD.

```
16
Properties=species:S:1:pos:R:3
H 1.714 2.212 -1.523
N 0.838 1.685 -1.581
C 0.772 0.732 -0.719
C 1.933 0.426 0.183
C -0.682 0.117 -0.689
C -1.299 0.158 0.685
C -2.440 -0.250 1.249
C -0.557 -0.980 0.159
N -0.222 -2.195 0.203
H 0.426 -2.420 -0.557
H 2.293 -0.588 -0.012
H 2.769 1.107 0.006
H 1.649 0.536 1.232
H -1.253 0.196 -1.602
H -2.762 0.149 2.205
H -3.177 -0.882 0.761
```

Calculated values
**Energy above the lowest of the compared OMol25 structures with the same formula, charge and spin**: 156.8 kcal/mol
**LUMO energy (alpha / beta)**: -1.284 / -1.085 eV
**Frontier orbital gap (alpha / beta)**: 0.2332 / 0.2473 hartree

Atomic partial charges in e from the Mulliken method, atoms 1 to 4:
1 H 0.24
2 N -0.71
3 C 0.57
4 C -1.20

***

A 2-piece molecular cluster, C6H10N2 overall at a distorted geometry. Source: the OMol25 dataset; level of theory: wB97M-V/def2-TZVPD.

```
18
Properties=species:S:1:pos:R:3
C -1.154 -1.402 0.116
C -0.457 -0.101 0.064
C -1.269 0.954 0.343
C 0.623 -0.150 1.337
C 1.845 -0.141 0.796
C 0.503 0.079 -1.149
H -0.522 -2.323 0.461
H -1.592 -1.975 -0.836
H -1.887 -1.302 0.909
H -0.870 2.051 0.116
H -2.163 0.817 -0.399
H -1.548 0.882 1.599
H 0.349 -0.317 2.349
H 2.829 0.079 1.249
H 2.447 1.642 -1.054
H 0.934 0.845 -2.902
N 1.811 -0.148 -0.700
N 0.120 0.510 -2.299
```

Calculated values
**Energy above the lowest of the compared OMol25 structures with the same formula, charge and spin**: 167.2 kcal/mol
**LUMO energy**: -1.720 eV
**Frontier orbital gap**: 0.2620 hartree

Atomic partial charges in e from the Mulliken method, atoms 1 to 4:
1 C -1.44
2 C 1.81
3 C -1.35
4 C -0.56

***

A 2-piece molecular cluster, C9H23NSi overall at a distorted geometry. Source: the OMol25 dataset; level of theory: wB97M-V/def2-TZVPD.

```
34
Properties=species:S:1:pos:R:3
C -2.220 1.409 0.386
C -2.592 -0.408 -1.276
C -2.625 -0.914 1.182
C 2.673 -0.001 0.382
C 1.507 1.348 -1.376
C 1.190 1.854 1.065
C 1.138 -2.987 0.360
C -1.967 -0.069 0.084
C 1.380 0.741 0.031
N 0.171 -2.119 -0.304
Si -0.095 -0.488 0.089
H -1.823 1.672 1.361
H -1.769 2.051 -0.370
H -3.292 1.606 0.393
H -2.148 0.188 -2.070
H -3.660 -0.192 -1.251
H -2.466 -1.458 -1.524
H -2.499 -1.976 0.993
H -2.171 -0.697 2.145
H -3.690 -0.695 1.231
H 2.927 -0.744 -0.367
H 3.492 0.712 0.454
H 2.558 -0.485 1.348
H 0.627 1.934 -1.636
H 1.639 0.570 -2.124
H 2.374 2.002 -1.403
H 0.338 2.488 0.833
H 1.051 1.409 2.046
H 2.079 2.483 1.091
H 1.380 -2.553 1.327
H 0.702 -3.969 0.518
H 2.043 -3.091 -0.237
H -0.520 -2.644 -0.825
H 0.712 -0.938 2.750
```

Calculated values
**Energy above the lowest of the compared OMol25 structures with the same formula, charge and spin**: 60.9 kcal/mol
**LUMO energy**: 0.389 eV
**Frontier orbital gap**: 0.2695 hartree

Atomic partial charges in e from the Mulliken method, atoms 1 to 4:
1 C -1.86
2 C -1.78
3 C -1.80
4 C -1.79

***

An isolated molecule of C6H8. Source: the OMol25 dataset; level of theory: wB97M-V/def2-TZVPD.

```
14
Properties=species:S:1:pos:R:3
C -0.828 0.448 0.997
C -0.887 -0.096 -0.464
C 0.202 0.711 -1.164
C 1.169 -0.076 -0.280
C 0.498 -0.282 1.090
C 0.168 -1.175 -0.057
H -1.698 -0.007 1.462
H -0.776 1.527 1.209
H -1.832 -0.347 -0.949
H 0.307 0.463 -2.223
H 0.102 1.795 -1.028
H 2.241 -0.168 -0.406
H 1.125 -0.538 1.941
H 0.209 -2.254 -0.129
```

Calculated values
**Energy above the lowest of the compared OMol25 structures with the same formula, charge and spin**: 43.5 kcal/mol
**LUMO energy**: 1.223 eV
**Frontier orbital gap**: 0.3910 hartree

Atomic partial charges in e from the Mulliken method, atoms 1 to 4:
1 C -0.66
2 C -0.36
3 C -0.65
4 C -0.41

***

An isolated molecule of C4H7NO at a distorted geometry. Source: the OMol25 dataset; level of theory: wB97M-V/def2-TZVPD.

```
13
Properties=species:S:1:pos:R:3
O -0.142 -2.903 -1.426
C 0.190 -1.749 -1.214
C -0.551 -0.792 -0.219
C 0.362 0.201 0.447
C -0.290 1.488 1.007
N 0.613 1.522 -0.165
H 1.054 -1.259 -1.837
H -1.266 -0.233 -0.907
H -1.250 -1.443 0.464
H 1.108 -0.258 1.111
H -1.285 1.633 0.654
H -0.111 1.880 2.049
H 1.569 1.914 0.036
```

Calculated values
**Energy above the lowest of the compared OMol25 structures with the same formula, charge and spin**: 61.7 kcal/mol
**LUMO energy**: 0.955 eV
**Frontier orbital gap**: 0.3827 hartree

Atomic partial charges in e from the Mulliken method, atoms 1 to 4:
1 O -0.47
2 C -0.02
3 C -0.55
4 C 0.08

***

A 2-piece molecular cluster, C9H9BrCl2O5 overall at a distorted geometry. Source: the OMol25 dataset; level of theory: wB97M-V/def2-TZVPD.

```
26
Properties=species:S:1:pos:R:3
O 1.924 -0.556 1.023
C 1.148 -0.401 -0.062
O 0.607 -1.520 -0.851
C 0.724 1.127 -0.555
C -0.471 1.710 0.426
C -1.960 1.735 -0.292
C -2.745 0.281 -0.106
C -3.901 -0.080 -0.994
Br -4.797 0.916 -2.481
C -4.282 -1.563 -0.406
O -5.011 -2.333 -1.219
O -3.711 -1.815 0.935
C -2.481 -0.955 0.938
O -1.430 -1.305 1.683
H 1.354 -1.845 -1.465
H 1.687 1.826 -0.499
H 0.378 1.096 -1.675
H -0.179 2.828 0.679
H -0.428 1.095 1.421
H -1.751 1.875 -1.458
H -2.619 2.653 0.035
Cl 5.593 -0.010 -0.415
C 5.508 -0.913 1.103
Cl 6.512 -2.366 1.035
H 5.860 -0.274 1.916
H 4.471 -1.205 1.285
```

Calculated values
**LUMO energy**: -1.738 eV
**Frontier orbital gap**: 0.3203 hartree

Atomic partial charges in e from the Mulliken method, atoms 1 to 4:
1 O -0.51
2 C 0.36
3 O -0.45
4 C -0.39

***

An isolated molecule of C4H3NO2. Source: the OMol25 dataset; level of theory: wB97M-V/def2-TZVPD.

```
10
Properties=species:S:1:pos:R:3
O -1.580 1.701 1.690
C -1.108 1.604 0.586
C -0.260 0.468 0.139
N 0.753 0.556 -0.663
C 1.204 -0.744 -0.781
C 0.397 -1.554 -0.056
O -0.538 -0.782 0.557
H -1.274 2.363 -0.197
H 2.074 -0.993 -1.372
H 0.332 -2.619 0.099
```

Calculated values
**Energy above the lowest of the compared OMol25 structures with the same formula, charge and spin**: 26.9 kcal/mol
**LUMO energy**: 0.003 eV
**Frontier orbital gap**: 0.3660 hartree

Atomic partial charges in e from the Mulliken method, atoms 1 to 4:
1 O -0.43
2 C -0.07
3 C 0.58
4 N -0.52